Density functional theory data (ωB97M-V/def2-TZVPD) for 2 unconnected molecules or ions with the total composition C27H32BrF2N4O6 in a non-equilibrium geometry.

Structure (XYZ):
```
72
Properties=species:S:1:pos:R:3:mulliken_charge:R:1
H 3.3872 3.6576 1.5224 0.2700
H -4.0107 -5.0240 -0.9712 0.3384
H 4.4245 6.5138 1.6529 0.2517
H -5.5704 -3.4580 -0.3090 0.3113
H -3.5740 -1.4920 -1.4185 0.1175
H 3.3404 1.4222 -2.7674 0.3315
N 1.6762 -1.5357 0.8765 -0.7561
C -1.0017 -4.8022 0.0626 -0.7545
Br 0.3194 -4.4246 -3.2196 -0.0447
H 3.5201 5.6381 2.9025 0.3286
F 1.8442 -3.0614 4.4420 -0.1921
O 1.1378 -4.9735 3.1360 -0.4258
C -5.4457 2.2055 1.1311 -0.4170
C 0.1133 -3.6157 -0.1680 0.6520
N -4.6172 -3.0413 -0.1240 -0.3061
C 1.9186 -2.0358 -1.6777 1.0191
H 1.3454 1.2482 -0.1662 0.4424
H -2.9066 -3.5654 -1.5259 0.1953
H -0.5668 -5.5067 0.9226 0.2938
C -4.5580 2.1394 2.5384 -0.4091
C 0.9902 1.5139 -2.9218 0.4231
C 2.5794 5.8623 -0.2795 -0.4000
C -5.4519 0.9642 0.0246 0.2953
O -6.2768 1.1596 -1.1798 -0.5163
H -3.0521 0.6981 3.8400 0.2988
H -1.1784 -5.4901 -0.8673 0.3582
C 3.9078 4.5093 1.0720 -0.4294
C -3.6966 0.7793 2.8507 -0.4357
H 2.0432 -2.1988 -4.0485 0.4750
C -0.5413 -1.6846 3.0671 0.5046
O 0.8977 1.2157 -4.3833 -0.4640
H -4.5284 2.9973 3.3388 0.2805
C 2.6058 -1.7353 -3.1338 -0.4009
C 2.4331 1.8957 -2.1694 -0.2962
C 5.4868 -2.7744 -2.8092 -0.3883
H 6.6468 -2.7747 -2.5379 0.3511
H 2.5639 3.0769 -2.1115 0.1905
H 3.0452 2.0771 0.0174 -0.4474
C 3.1771 -0.1496 -0.4575 -1.0097
H 2.1734 7.3394 1.2784 0.3428
H 1.4924 5.7274 1.5707 0.2609
N 0.0939 -2.8901 2.4236 0.5652
H -2.3941 -3.3666 1.3544 -0.0617
H 4.9766 4.2811 1.0273 0.2919
H 1.6452 5.6541 -0.8083 0.2692
C -2.4633 -4.2825 0.5927 -0.0182
C -3.7486 -0.4505 1.7494 -0.2491
N 2.1750 -1.3266 -0.3739 0.7262
O 3.3953 4.6829 -0.2563 -0.3388
H -5.4849 -1.5164 -1.4901 0.2813
O -0.1986 1.4940 -2.2655 -0.5636
H 4.0460 -0.3396 -1.2146 0.3135
C 2.4142 1.3064 -0.6409 0.3551
O -1.4035 -1.9317 4.0922 -0.4703
C 0.8149 -3.2930 -1.6522 -0.6131
H 3.6985 -0.0888 0.6158 0.3728
C 0.6659 -2.6114 1.0520 -0.2788
H 3.1268 6.6363 -0.8283 0.2914
H -2.9582 -5.1606 1.2265 0.3027
C -3.5517 -3.9843 -0.6381 -0.5020
H -0.0418 0.8991 -4.5405 0.3638
C -4.5600 -1.6757 -0.7766 -0.1761
H -6.1377 2.1243 -1.4383 0.3437
C 3.6192 5.7899 1.8247 -0.5619
H -6.0483 3.1952 0.9550 0.2442
H 2.7638 -0.5924 -3.3790 0.0068
C 4.1478 -2.3834 -3.1156 -0.1786
C 1.0472 -3.6287 3.3307 0.5347
C 2.3539 6.2679 1.1606 -0.5515
F -0.3814 -0.2664 2.6783 -0.1651
C -4.5702 -0.4224 0.3307 0.1775
H -3.1352 -1.4173 2.0046 0.0500
```

Output
Multiplicity   1
Frontier orbital gap   4.59 eV
HOMO   -9.87 eV
Total charge   +1

Density functional theory data (ωB97M-V/def2-TZVPD) for a molecular structure, C27H32CaN5O7 in a non-equilibrium geometry.

Structure (XYZ):
```
72
Properties=species:S:1:pos:R:3:mulliken_charge:R:1
C 1.7516 0.5806 -3.1362 -1.4600
H 2.2914 4.2014 4.2645 0.3821
H -3.3353 -1.2491 2.4611 0.2305
C 0.2272 0.4183 -3.3483 0.7852
C -3.0795 -0.0734 -1.1162 1.1488
N 0.8060 1.3829 2.0981 0.4765
H -1.5997 0.4242 3.1641 0.5127
C 2.6875 2.3937 3.1689 -1.0306
H 1.7478 -2.3609 1.2485 0.4690
C 0.8222 -3.5251 2.8048 -1.0948
H 1.2917 3.0157 -0.0399 -0.3131
C -1.3525 -2.0255 2.1335 0.3855
C -2.5617 -1.2520 1.6738 -1.3726
H 2.2107 1.0298 -4.0265 0.3078
H -2.8197 -1.8149 -4.4958 0.3816
O -0.2376 0.4183 -4.4833 -0.7865
H -0.4237 -4.4646 4.2861 0.3862
H 2.6960 0.5994 1.9735 0.4807
O 4.3821 -0.7935 -0.2465 -0.8188
C 0.0231 2.3567 2.5558 0.3008
H -4.1050 1.5207 -2.1254 0.4019
C 0.8441 -2.5599 1.8105 -0.4978
H 4.1235 1.0720 -1.9500 0.3046
C 3.2609 1.0397 -1.2682 -0.6920
H -1.9263 -2.8311 -2.3871 0.4435
O 2.1496 -0.8623 -0.3017 -0.3497
H -2.4048 -3.0834 3.6808 0.4659
H -2.9468 -1.7988 0.8181 0.5773
H -0.1388 4.1618 3.7124 0.4060
C 3.2786 -0.3371 -0.5538 -0.2505
C -3.1794 0.6024 0.2429 -1.6100
H 2.7436 3.3220 -2.1551 0.5076
H -1.9530 3.1246 2.6638 0.2780
C -3.5448 -0.0712 -3.4592 -0.4164
H 1.2703 2.9469 -3.0597 0.4253
H 3.4389 1.7833 -0.4856 0.4668
C 2.2164 -4.3045 -1.7351 -1.3588
C 1.0467 -3.3357 -1.5980 1.0989
C 1.7855 2.7829 -2.1095 -1.5880
H -3.9377 0.4113 -4.3447 0.3715
C -2.9247 -1.3082 -3.5473 -0.8819
H -3.1426 1.1985 2.7965 0.3993
C 0.5253 3.3869 3.3498 -1.0210
H 2.0132 -5.2385 -1.2152 0.3521
C 1.8763 3.4051 3.6584 -0.4090
H 1.7064 -4.1090 3.0217 0.4863
Ca 0.2253 -1.0605 -0.8928 1.1861
C -0.3597 -3.7253 3.4966 -0.4670
C -1.4229 2.3246 2.1430 -0.2906
O 0.9943 -2.3733 -2.4097 -0.7270
N -2.4903 -1.2627 -1.2016 -0.1338
H 3.7481 2.3750 3.3796 0.4664
H 2.1487 -0.4304 -3.0166 0.5278
H 2.4247 -4.4835 -2.7887 0.3436
C -2.4175 -1.8632 -2.3889 -0.2189
C 0.9175 3.3755 -1.0086 0.2969
H 0.9711 4.4693 -1.0192 0.4646
H 3.0881 -3.8210 -1.2873 0.2659
N 2.0049 1.3457 -1.9231 1.1390
H -2.9732 1.6631 0.0892 0.5089
H -0.4845 2.1214 -1.5354 0.0703
C -3.6394 0.5480 -2.2268 -0.7678
C 2.0997 1.4033 2.3928 -0.3168
O -0.4524 0.3198 -2.2572 0.3827
H -1.4546 2.5439 1.0740 0.0490
O 0.2055 -3.5096 -0.6886 -0.6588
O -0.4462 3.0390 -1.1846 -0.6869
N -2.2478 0.1015 1.2329 1.4062
C -1.4623 -2.9561 3.1626 -0.9814
N -0.2151 -1.8273 1.4740 0.8682
C -2.1361 0.9816 2.3933 -1.2675
H -4.2288 0.5214 0.5917 0.2600
```

Output
Multiplicity   1
Energy above the lowest of the compared OMol25 structures with the same formula, charge and spin   135.9 kJ/mol
Frontier orbital gap   7.98 eV
HOMO   -5.33 eV
Total charge   -1

Density functional theory data (ωB97M-V/def2-TZVPD) for a molecular structure, C27H32Cl2DyN2O4 in a non-equilibrium geometry.

Structure (XYZ):
```
68
Properties=species:S:1:pos:R:3:mulliken_spin:R:1
C 1.0493 -3.2294 -2.9782 0.0032
C -1.0515 -2.0349 -3.6069 -0.0040
H 1.9262 0.9217 -3.6379 0.0999
C 0.8440 1.1225 -3.5404 -0.0410
C 0.6016 -0.8138 3.2938 -0.0131
H -0.0106 5.4394 1.0331 -0.0011
C 1.5468 0.3745 3.1749 0.0061
C 2.9426 -0.0604 3.5961 0.0049
H -0.4156 -0.5140 3.0147 0.0038
H 0.9392 -1.6493 2.6514 -0.0118
H 1.4307 6.1100 0.2464 0.0072
O -1.4334 -0.6588 0.8331 -0.0064
H 1.4251 -2.8605 -3.9415 -0.0039
C -2.0711 -4.0270 3.3588 0.0003
C 1.6167 2.2514 1.8866 -0.1196
C 0.6359 2.2576 -2.5671 -0.0298
H -3.4232 -5.5047 0.5857 0.0001
C -0.0705 -2.3330 -2.4747 0.0023
C -0.1706 4.4653 -2.0307 0.4073
H 1.7191 1.7662 4.8788 -0.0024
O 1.3098 2.7319 3.0872 0.0052
C -0.7084 3.5520 -4.2823 -0.0394
C 1.2047 3.2870 -0.4370 -0.0588
O -3.6146 -0.2140 1.2652 0.0049
C 0.4487 5.6575 0.0619 -0.0404
C 1.1030 1.5872 3.9917 -0.0064
C -3.3240 -3.3689 0.9359 -0.0053
Cl 2.2835 -2.2404 0.5149 0.0125
H -2.0710 -1.8972 3.7271 0.0010
C 0.2063 -0.1935 -3.2014 -0.1175
C -0.7208 -2.9801 -1.2597 -0.0128
Cl -2.1483 -6.6777 2.8422 0.0000
C -2.4596 -5.0343 2.4607 -0.0005
H 0.5912 -1.1684 4.3295 -0.0033
H -0.7825 5.3282 -2.2851 0.0569
H 0.0436 1.5456 4.2691 0.0073
C 1.2770 2.2034 -1.3224 0.4307
H -1.5792 -4.2946 4.2897 -0.0002
H 0.6468 -4.2408 -3.1340 -0.0002
H -1.5467 -2.3552 -0.9044 0.0043
H -1.4640 2.7763 -4.4519 -0.0019
H 1.9902 4.2244 1.3138 0.0138
H -1.2140 4.5226 -4.3265 0.0075
H -0.1703 6.4135 -0.4327 0.0075
C 2.0205 3.2438 0.8331 -0.0316
H -1.1201 -3.9619 -1.5305 -0.0006
N 1.5556 0.9341 1.7928 -0.0530
O -0.6805 -0.6813 -4.0621 0.0052
C -2.6615 -0.9658 1.2591 -0.0077
H 0.0046 3.5170 -5.1148 0.0078
H 1.8652 -3.2806 -2.2483 -0.0018
Dy 0.5528 -0.4654 0.1627 4.4346
C -2.2973 -2.6950 3.0250 -0.0049
C -3.1107 -4.7100 1.2583 0.0007
H 3.6053 0.8120 3.6666 -0.0042
C -2.7942 -2.3811 1.7636 0.0105
H 0.0194 -3.1219 -0.4497 -0.0147
C -0.0635 3.4124 -2.9377 -0.0711
C 0.5038 4.4418 -0.8105 -0.0769
H 3.3525 -0.7910 2.8885 -0.0019
N 0.4363 -0.9676 -2.1548 -0.0559
H -0.9425 -2.7004 -4.4692 -0.0019
H -3.8686 -3.0841 0.0386 0.0008
H 1.9831 1.3853 -1.1191 0.1899
H 0.4505 1.4096 -4.5183 0.0117
H -2.0946 -2.0194 -3.2698 0.0066
H 3.0700 3.0074 0.5784 0.0913
H 2.8819 -0.5251 4.5908 0.0003
```

Output
Multiplicity   6
Frontier orbital gap (spin up / spin down)   2.97 / 5.03 eV
HOMO (spin up / spin down)   -0.42 / -2.51 eV
Total charge   -1
<S²>   9.4027